{"formula": "C19H34F6IrOP2", "method": "the ωB97M-V functional and the def2-TZVPD basis", "homo_lumo_gap_ev": [6.43, 5.60], "spin_multiplicity": 6, "energy_ev": -59999.244, "total_charge": 2, "homo_ha": [-0.416, -0.547], "elements": ["P", "P", "C", "C", "H", "H", "H", "H", "C", "H", "H", "H", "C", "H", "H", "H", "C", "H", "H", "H", "C", "H", "H", "H", "Ir", "C", "C", "C", "C", "C", "C", "C", "C", "C", "H", "H", "H", "H", "H", "H", "H", "H", "H", "H", "H", "H", "H", "H", "H", "C", "C", "O", "C", "F", "F", "F", "C", "F", "F", "F", "H", "H", "H"], "coordinates": [[0.17406, -2.77825, 1.06469], [0.19327, 2.42919, 0.87575], [0.96204, -0.07043, -0.58523], [1.28602, 1.29004, -0.01784], [1.17226, 0.13456, -1.68533], [1.78483, -0.83727, -0.31634], [2.23615, 1.11954, 0.48890], [1.60046, 1.86424, -0.89233], [-1.17639, 3.16838, 0.07560], [-1.40755, 4.08220, 0.62712], [-2.05936, 2.53467, 0.12479], [-0.96852, 3.41746, -0.96345], [1.55805, 3.52197, 1.24875], [1.75622, 4.05734, 0.30089], [2.47312, 2.98117, 1.54752], [1.27522, 4.24136, 2.01785], [-0.70694, -4.08694, 0.12652], [-0.62912, -4.99156, 0.73944], [-0.27138, -4.22023, -0.87903], [-1.76780, -3.81096, 0.02818], [1.87037, -3.11536, 0.46666], [2.49367, -2.24464, 0.69698], [1.89223, -3.30399, -0.61626], [2.20326, -3.97803, 1.05024], [-0.59955, -0.50795, -1.59834], [-0.06223, 1.03614, -3.01064], [-1.46834, 0.85056, -2.59317], [-2.36872, 0.12367, -3.52846], [-1.99882, -1.36843, -3.81518], [-1.17723, -2.01031, -2.75236], [0.30245, -1.82994, -2.72935], [1.14946, -1.09389, -3.74846], [0.69002, 0.33710, -4.09163], [0.25920, -3.37738, 2.74610], [0.31674, 2.04589, -2.77066], [-1.83734, 1.66413, -2.01523], [-2.41560, 0.65973, -4.47803], [-3.36778, 0.17230, -3.08383], [-2.95509, -1.90119, -3.86899], [-1.55166, -1.43616, -4.81378], [-1.45168, -2.96145, -2.29446], [0.86018, -2.62357, -2.22301], [1.25249, -1.67344, -4.67663], [2.16599, -1.01522, -3.31000], [1.59768, 0.93489, -4.24510], [0.20871, 0.34009, -5.07709], [1.15247, -2.90722, 3.17000], [0.30438, -4.45929, 2.65965], [-0.61483, -2.96634, 3.26489], [1.21429, 1.44753, 3.78858], [-0.22892, 1.62251, 3.41047], [-0.43085, 1.47069, 1.98441], [-1.10626, 0.46356, 4.04157], [-1.32336, 0.66656, 5.37258], [-2.29785, 0.29154, 3.42589], [-0.44968, -0.73830, 3.94041], [-0.92316, 2.96028, 3.84552], [-0.58794, 3.35372, 5.09456], [-0.59012, 4.00663, 3.02142], [-2.27732, 2.88515, 3.76752], [1.45827, 0.39409, 3.63462], [1.34616, 1.65472, 4.85383], [1.86167, 2.08412, 3.17828]]}

***

{"formula": "C19H34F6NO10PS", "method": "the ωB97M-V functional and the def2-TZVPD basis", "homo_lumo_gap_ev": 9.37, "energy_ev": -78647.200, "total_charge": 0, "homo_ha": -0.328, "elements": ["C", "C", "C", "C", "O", "C", "P", "C", "O", "O", "S", "O", "O", "O", "C", "C", "C", "C", "C", "N", "H", "H", "H", "H", "H", "H", "H", "H", "H", "H", "H", "H", "H", "H", "H", "H", "H", "H", "H", "H", "H", "H", "H", "H", "C", "C", "O", "C", "O", "C", "F", "F", "F", "H", "H", "H", "H", "H", "C", "C", "O", "C", "O", "C", "F", "F", "F", "H", "H", "H", "H", "H"], "coordinates": [[1.18549, -3.83307, 0.76572], [1.76422, -2.97830, -0.38075], [2.87883, -2.05239, 0.08723], [2.38968, -0.96210, 1.03290], [2.21800, 0.33571, 0.42308], [0.94248, 0.89874, 0.61932], [0.61753, 1.10317, 2.47074], [0.38245, 2.90979, 2.73428], [2.02943, 0.83744, 3.27620], [0.06219, 0.06782, -0.17600], [0.53581, 0.37565, -1.72906], [-0.58842, 0.61437, -2.55950], [1.42546, -0.56652, -2.30657], [1.41539, 1.72417, -1.47813], [0.93509, 2.20549, -0.16903], [-0.38860, 2.92601, -0.47959], [-1.66284, 2.51226, 0.30076], [-2.67351, 1.66936, -0.47593], [-3.95122, 1.55097, 0.34297], [-4.83779, 0.53036, -0.25805], [0.92890, -4.82860, 0.42850], [1.85419, -3.84920, 1.62275], [0.25131, -3.39759, 1.11419], [2.14378, -3.65040, -1.13758], [0.93090, -2.45456, -0.82350], [3.58979, -2.66833, 0.63039], [3.39904, -1.62642, -0.76327], [1.50535, -1.32598, 1.55449], [3.15180, -0.82991, 1.79502], [0.70591, 3.05906, 3.75948], [1.02072, 3.53939, 2.12354], [-0.66053, 3.17686, 2.68204], [1.87745, 0.02243, 3.77777], [1.74414, 2.82050, 0.19926], [-0.21987, 3.97683, -0.26103], [-0.62733, 2.89833, -1.53071], [-2.18705, 3.43244, 0.55364], [-1.48312, 2.00292, 1.24185], [-2.83441, 2.02137, -1.48969], [-2.28414, 0.66113, -0.56022], [-3.72981, 1.24168, 1.36290], [-4.45877, 2.51311, 0.39420], [-5.06236, -0.17739, 0.42704], [-4.32787, 0.04367, -0.98377], [6.53300, -7.16172, 3.51393], [7.18223, -7.00928, 2.15528], [6.20240, -7.04507, 1.09981], [5.54520, -5.91539, 0.87820], [5.68805, -4.88432, 1.46641], [4.57458, -6.10156, -0.29788], [3.88278, -7.24698, -0.19081], [5.24515, -6.13921, -1.46179], [3.70174, -5.09454, -0.35328], [5.93021, -8.06954, 3.54773], [7.29282, -7.21351, 4.29264], [5.87339, -6.32224, 3.73011], [7.85221, -7.84400, 1.96236], [7.76985, -6.09479, 2.09002], [-5.95793, 4.20452, -4.59777], [-5.41741, 5.56341, -4.20774], [-6.11619, 6.09690, -3.06516], [-5.73052, 5.63509, -1.88436], [-4.86967, 4.83015, -1.68618], [-6.53388, 6.32292, -0.76925], [-7.84258, 6.36020, -1.06006], [-6.10881, 7.58844, -0.60496], [-6.38392, 5.68088, 0.39016], [-7.03380, 4.25739, -4.76615], [-5.47496, 3.85266, -5.50840], [-5.78543, 3.47179, -3.81026], [-5.57912, 6.27874, -5.01096], [-4.34714, 5.52877, -4.00952]]}

***

{"formula": "C19H35As3O3RhS", "method": "the ωB97M-V functional and the def2-TZVPD basis", "homo_lumo_gap_ev": 5.93, "energy_ev": -222765.218, "total_charge": 1, "homo_ha": -0.392, "elements": ["Rh", "C", "As", "C", "C", "C", "C", "C", "As", "C", "C", "C", "As", "C", "C", "H", "H", "H", "H", "H", "H", "H", "H", "H", "H", "H", "H", "H", "H", "H", "H", "H", "H", "H", "H", "H", "H", "H", "H", "H", "H", "H", "C", "O", "H", "H", "H", "O", "C", "O", "C", "C", "C", "C", "S", "C", "C", "H", "H", "H", "H", "H"], "coordinates": [[0.08559, 0.19972, 0.70790], [3.51035, -1.40594, 0.66965], [1.73583, -1.36718, -0.07112], [2.09888, -1.20964, -1.95939], [1.17583, -3.23204, 0.00129], [0.03159, -3.63237, 0.94238], [0.19274, -3.03545, 2.34419], [-1.30459, -3.19313, 0.33096], [-1.74612, -1.28980, 0.29198], [-2.68843, -1.18016, -1.38308], [-3.17916, -1.17080, 1.57235], [-0.01013, -5.18073, 0.99694], [1.30374, -6.36807, 1.92338], [0.80218, -6.02645, 3.78999], [3.00979, -5.38890, 1.93756], [4.05274, -2.20323, 0.16799], [3.48263, -1.57948, 1.74250], [3.99411, -0.45048, 0.48109], [2.76303, -2.01932, -2.25968], [2.56247, -0.24944, -2.17096], [1.16250, -1.27269, -2.50962], [2.07182, -3.78965, 0.25176], [0.91048, -3.48835, -1.02639], [0.13280, -1.94152, 2.31973], [1.15383, -3.29760, 2.77840], [-0.59120, -3.39941, 3.01132], [-2.13000, -3.64778, 0.88032], [-1.37110, -3.54000, -0.70186], [-3.46623, -1.94172, -1.38126], [-2.00037, -1.34974, -2.20786], [-3.13377, -0.19462, -1.49387], [-3.90744, -1.94284, 1.33426], [-3.64400, -0.18981, 1.50282], [-2.79925, -1.30903, 2.58238], [-0.04892, -5.55468, -0.02942], [-0.94949, -5.49130, 1.46578], [-0.27811, -6.12332, 3.89831], [1.11770, -5.05135, 4.15280], [1.27048, -6.79316, 4.40613], [3.48523, -5.43940, 0.95767], [3.64923, -5.92140, 2.64202], [2.93593, -4.35182, 2.26234], [0.05172, 0.47524, 3.88457], [0.07285, 0.89510, 2.53359], [1.05968, 0.25326, 4.24027], [-0.56430, -0.41665, 4.02672], [-0.36105, 1.25991, 4.52078], [-0.68256, 7.76117, 1.34579], [-0.08002, 7.34604, 0.21017], [0.40177, 8.14085, -0.54222], [-0.05928, 5.86816, -0.05220], [0.07568, 5.45733, -1.37113], [0.13019, 4.11266, -1.69141], [0.06882, 3.15706, -0.68110], [0.17078, 1.47148, -1.21650], [-0.05786, 3.56106, 0.64710], [-0.12421, 4.91322, 0.95230], [-1.08138, 7.02425, 1.82360], [0.13966, 6.21413, -2.14183], [0.22680, 3.79942, -2.72437], [-0.09766, 2.82944, 1.44244], [-0.19173, 5.20312, 1.99569]]}

***

{"formula": "C19H35BF3IN3O6", "method": "the ωB97M-V functional and the def2-TZVPD basis", "homo_lumo_gap_ev": 8.40, "energy_ev": -53944.301, "total_charge": 1, "homo_ha": -0.442, "smiles": "COC[C@]1(CCC(C)C)O[C@@](CCCI)(B(N)O)[N@@H+](N(C(C)=O)C(C)=O)[C@H]1COC(F)(F)F", "elements": ["C", "O", "C", "C", "C", "C", "C", "C", "C", "O", "C", "C", "C", "C", "I", "B", "N", "O", "N", "N", "C", "C", "O", "C", "C", "O", "C", "C", "O", "C", "F", "F", "F", "H", "H", "H", "H", "H", "H", "H", "H", "H", "H", "H", "H", "H", "H", "H", "H", "H", "H", "H", "H", "H", "H", "H", "H", "H", "H", "H", "H", "H", "H", "H", "H", "H", "H", "H"], "coordinates": [[1.99806, -1.21063, 3.43566], [1.84400, 0.07306, 2.73978], [0.50029, 0.09746, 2.20062], [0.46472, -0.03226, 0.57271], [1.95334, -0.20801, 0.01120], [2.77307, 1.18765, -0.09810], [4.33996, 0.77354, -0.19985], [4.98503, 1.10938, 1.23376], [5.10749, 1.50283, -1.40091], [-0.26063, 1.18844, 0.13209], [-1.66964, 1.00033, -0.21954], [-2.65122, 1.15491, 1.08158], [-2.28956, 2.43249, 1.98818], [-2.40391, 1.93128, 3.53732], [-4.55440, 1.76299, 3.95284], [-2.34140, 2.15008, -1.20544], [-3.54224, 1.84541, -2.03388], [-1.68279, 3.43714, -1.19707], [-1.62822, -0.40824, -0.82163], [-1.64032, -0.56333, -2.19506], [-2.58215, -1.57106, -2.70702], [-2.23654, -2.96325, -3.39573], [-3.80872, -1.27958, -2.63043], [-0.33893, -0.50393, -2.87020], [0.09967, 0.92366, -3.49282], [0.46026, -1.44230, -3.07583], [-0.65631, -1.11299, 0.07032], [-0.21039, -2.62176, -0.21261], [-0.20083, -3.30698, 1.08043], [-1.39832, -4.02396, 1.29153], [-1.61025, -4.04187, 2.69785], [-1.18631, -5.35232, 0.89629], [-2.54920, -3.42878, 0.73454], [1.86530, -2.09177, 2.69999], [3.05596, -1.27720, 3.87524], [1.27731, -1.32605, 4.31360], [0.03285, 1.08760, 2.51306], [-0.08752, -0.73253, 2.72251], [1.86707, -0.58799, -1.07542], [2.55272, -1.02768, 0.55827], [2.47590, 1.62668, -1.12383], [2.54886, 1.90758, 0.75225], [4.44091, -0.36316, -0.37954], [4.37203, 0.55621, 2.03454], [6.08072, 0.79673, 1.32416], [4.87210, 2.22683, 1.43716], [6.24716, 1.48678, -1.24218], [4.93165, 0.89774, -2.36806], [4.80118, 2.58816, -1.56310], [-2.77755, 0.18318, 1.66453], [-3.69038, 1.38082, 0.62486], [-2.95608, 3.33545, 1.77968], [-1.20589, 2.79287, 1.86834], [-1.85772, 2.62757, 4.25163], [-1.88877, 0.89983, 3.55117], [-4.39304, 1.71548, -1.47350], [-3.67284, 2.53641, -2.78721], [-2.33887, 4.14792, -1.03710], [-2.54688, -0.77485, -0.47145], [-2.98536, -3.78702, -3.15682], [-2.29784, -2.79564, -4.53352], [-1.19007, -3.35900, -3.18549], [-0.81167, 1.48438, -3.92692], [0.87541, 0.78225, -4.32213], [0.53316, 1.62140, -2.68294], [-1.27561, -1.23892, 1.03942], [0.88268, -2.65664, -0.57730], [-0.82050, -3.16281, -1.00451]]}